Here is one molecule with the formula C21H30N6O4 from the Open Molecules 2025 dataset. Energies are from ωB97M-V/def2-TZVPD.

Computed properties:
- E_HOMO (hartree) = -0.2887
- gap between HOMO and LUMO (eV) = 8.6
- relative energy (zero: lowest compared OMol25 entry of this formula, charge and spin) (kcal/mol) = 3.4
- calculated total energy (Ha) = -1447.73445
- SMILES string = COc1ccc(CCNc2nc(N3CCOCC3)nc(N3CCOCC3)n2)cc1OC
- lowest unoccupied orbital energy (eV) = 0.7239

```
! RIJCOSX wB97M-V def2-TZVPD def2/J DEFGRID3
* xyz 0 1
C 0.503 1.090 -3.088
H 0.777 2.080 -3.456
H 0.020 0.524 -3.886
H -0.187 1.188 -2.246
O 1.718 0.494 -2.688
C 1.697 -0.605 -1.873
C 2.866 -0.825 -1.153
C 2.972 -1.851 -0.236
C 1.900 -2.701 -0.025
C 0.762 -2.544 -0.806
C 0.636 -1.517 -1.730
O -0.474 -1.352 -2.519
C -1.572 -2.208 -2.319
H -1.933 -2.163 -1.287
H -2.348 -1.842 -2.990
H -1.327 -3.242 -2.583
H -0.053 -3.237 -0.671
C 1.895 -3.683 1.108
H 1.271 -4.547 0.868
H 2.905 -4.030 1.326
C 1.334 -2.985 2.368
N 0.000 -2.479 2.169
C -0.215 -1.282 1.570
N 0.754 -0.375 1.608
C 0.472 0.766 0.977
N -0.680 1.042 0.360
C -1.603 0.085 0.449
N -1.427 -1.100 1.040
N -2.790 0.303 -0.162
C -3.143 1.607 -0.672
H -2.235 2.202 -0.759
C -4.140 2.278 0.280
H -4.514 3.213 -0.141
O -5.271 1.463 0.494
C -4.903 0.214 1.038
H -5.830 -0.346 1.167
C -3.936 -0.533 0.111
H -3.590 -1.452 0.581
H -4.439 -0.755 -0.837
H -4.423 0.359 2.018
H -3.639 2.483 1.239
H -3.607 1.479 -1.657
N 1.417 1.721 1.000
C 2.710 1.441 1.588
H 3.232 0.679 0.998
C 3.525 2.728 1.634
H 3.022 3.456 2.290
O 3.732 3.292 0.356
C 2.635 3.137 -0.531
H 2.593 4.047 -1.137
C 1.317 2.922 0.206
H 0.496 2.799 -0.500
H 1.099 3.786 0.848
H 2.818 2.281 -1.195
H 4.520 2.531 2.039
H 2.562 1.045 2.596
H -0.726 -3.158 1.990
H 1.318 -3.685 3.207
H 1.959 -2.126 2.614
H 3.880 -1.972 0.335
H 3.688 -0.145 -1.324
*
```